one.
C3H3FS2 as an isolated structure. Source: OMol25; level of theory: the ωB97M-V functional and the def2-TZVPD basis.

Properties
Frontier orbital gap: 7.736 eV
E_HOMO: -9.2 eV

Last column: natural (NBO) charge in e.
Element x y z (Å)
H 1.2174 0.8077 -0.4147  0.19
H -0.1229 -1.8723 0.2501  0.25
C -0.0417 -0.7657 -0.0497  -0.36
F 4.0184 0.2967 -0.0871  -0.49
S -2.6262 -1.1181 0.0366  0.03
C 1.0584 -0.0881 0.0475  -0.05
C -1.2901 -0.1080 -0.0361  -0.26
S 3.1742 -1.1163 0.1539  0.46
H -1.5871 0.8572 -0.2075  0.22


two.
A single C3H3FS2 molecule. Source: OMol25; level of theory: the ωB97M-V functional and the def2-TZVPD basis.

Properties
SMILES: F/C=C/SC=S
Frontier orbital gap: 8.536 eV
E_HOMO: -8.9 eV

Last column: natural (NBO) charge in e.
Element x y z (Å)
H -1.3132 -1.0410 0.5419  0.21
S -3.4219 -0.1677 -0.1992  0.04
C 1.5968 0.0545 -0.4389  0.28
C 0.7311 0.4892 0.4534  -0.50
H 1.3874 -0.0832 -1.5508  0.18
S -0.8316 1.0999 -0.2097  0.39
C -1.8416 -0.2309 0.0528  -0.53
H 0.8738 0.2401 1.5398  0.24
F 2.8191 -0.3609 -0.1893  -0.31


Among the structures above, stability is smallest for one.